Molecular formula: C3Li3O3
Method: DFT, the ωB97M-V functional and the def2-TZVPD basis

Each line ends with the Löwdin charge.
Cartesian coordinates (Å):
O 2.3473 -0.1699 0.3112  0.11
C 1.5082 0.5429 -0.1082  -0.45
O 0.8999 1.5536 -0.1450  0.09
Li -1.0840 1.7692 -0.3694  0.83
Li 1.5361 -2.2313 0.3547  0.73
C -0.0910 -1.3058 -0.4601  -0.19
C -1.1866 -0.8333 -0.1011  -0.57
O -2.1148 0.0403 0.0072  -0.41
Li -3.8525 -0.1735 0.4007  0.86

Atoms 1-6, force components in eV/Å:
-0.3 0.3 -1.2
0.3 -0.6 2.5
-0.4 -0.2 -1.1
0.2 -0.9 0.1
-0.4 0.4 -0.4
-0.1 -0.6 0.8

- HOMO-LUMO gap: 6.859 eV
- Charge: +1
- LUMO level: -4.116 eV
- Calculated total energy: -9862.969 eV

Molecular formula: C3Li4O9
Method: DFT, the ωB97M-V functional and the def2-TZVPD basis

Each line ends with the Löwdin charge.
Cartesian coordinates (Å):
Li 0.4003 1.4673 -1.2837  0.54
Li 1.1819 -1.2306 -0.3105  0.61
Li 0.4047 0.7837 1.5958  0.79
Li -0.2884 -0.0312 -0.0328  0.34
C -1.7344 0.8981 -0.2490  -0.95
O -1.9364 -0.2771 -0.1044  0.01
O -2.6145 1.7885 -0.4265  -0.10
O -0.5275 1.2062 -0.5482  -0.23
C -0.6573 -1.8848 0.4162  -1.07
O -1.4504 -2.7687 0.6994  -0.03
O -0.3021 -1.0294 1.2177  -0.16
O -0.1944 -1.6814 -0.7667  -0.18
C 1.9205 0.6914 -0.0865  -1.08
O 1.8276 1.8168 -0.5375  -0.05
O 3.0371 0.1302 0.1501  -0.07
O 0.9330 0.1208 0.2666  -0.37

Atoms 1-6, force components in eV/Å:
12.1 4.5 -11.5
4.9 -3.8 -0.3
-1.3 0.1 2.0
-9.9 -8.7 -1.8
-5.6 3.1 -2.9
-4.7 -1.7 0.6

- HOMO-LUMO gap: 4.366 eV
- Charge: -2
- LUMO level: 4.311 eV
- Calculated total energy: -22351.040 eV

Molecular formula: C3N3O2
Method: DFT, the ωB97M-V functional and the def2-TZVPD basis

Each line ends with the Löwdin charge.
Cartesian coordinates (Å):
C 1.8780 -0.4244 -0.0220  -0.41
C -1.7345 -0.4715 0.0127  -0.40
C -0.0028 0.9360 -0.0013  -0.57
N 2.2509 -1.5238 0.0266  0.12
N -2.8330 -0.8227 0.0535  0.07
N -0.4711 -0.2318 -0.1145  0.09
O -0.4341 2.0675 0.0128  0.06
O 1.4999 0.8260 0.0470  0.04

Atoms 1-6, force components in eV/Å:
0.3 0.0 0.6
-0.8 -0.2 -0.4
0.5 2.8 -0.3
0.0 1.0 -0.3
-0.8 -0.1 0.2
0.0 -2.1 0.1

- HOMO-LUMO gap: 9.447 eV
- Charge: -1
- SMILES: N#C/N=C(\[O-])OC#N
- LUMO level: 3.938 eV
- Calculated total energy: -11677.343 eV

Molecular formula: C3N4O4
Method: DFT, the ωB97M-V functional and the def2-TZVPD basis

Each line ends with the Löwdin charge.
Cartesian coordinates (Å):
C 1.4242 -0.8235 -0.7749  -0.03
C -0.7873 0.7802 -1.2251  -0.14
C -0.4103 0.2213 0.0532  -0.09
N 2.4646 -1.1229 -1.1102  0.14
N -1.0635 1.2957 -2.2009  0.26
N -1.1985 -0.9193 0.5977  -0.33
N 0.4046 1.0289 1.0563  -0.34
O -1.6403 -0.9150 1.7088  0.16
O 0.9865 0.4889 1.9879  0.13
O -1.2508 -1.9134 -0.1627  0.12
O 0.4098 2.1855 0.7083  0.14

Atoms 1-6, force components in eV/Å:
-2.2 -0.4 0.3
1.1 -1.5 3.8
-2.3 0.6 1.0
3.4 -0.7 -1.0
-0.5 0.8 -1.9
0.8 -1.4 -1.0

- HOMO-LUMO gap (alpha / beta): 9.129 / 6.334 eV
- ⟨S²⟩: 2.026
- LUMO level (alpha / beta): -1.905 / -6.291 eV
- 2S+1: 3
- Calculated total energy: -17247.436 eV

- Which value of calculated total energy does entry 4 give?
  -17247.436 eV

Repeat the second record exactly.
Molecular formula: C3Li4O9
Method: DFT, the ωB97M-V functional and the def2-TZVPD basis

Each line ends with the Löwdin charge.
Cartesian coordinates (Å):
Li 0.4003 1.4673 -1.2837  0.54
Li 1.1819 -1.2306 -0.3105  0.61
Li 0.4047 0.7837 1.5958  0.79
Li -0.2884 -0.0312 -0.0328  0.34
C -1.7344 0.8981 -0.2490  -0.95
O -1.9364 -0.2771 -0.1044  0.01
O -2.6145 1.7885 -0.4265  -0.10
O -0.5275 1.2062 -0.5482  -0.23
C -0.6573 -1.8848 0.4162  -1.07
O -1.4504 -2.7687 0.6994  -0.03
O -0.3021 -1.0294 1.2177  -0.16
O -0.1944 -1.6814 -0.7667  -0.18
C 1.9205 0.6914 -0.0865  -1.08
O 1.8276 1.8168 -0.5375  -0.05
O 3.0371 0.1302 0.1501  -0.07
O 0.9330 0.1208 0.2666  -0.37

Atoms 1-6, force components in eV/Å:
12.1 4.5 -11.5
4.9 -3.8 -0.3
-1.3 0.1 2.0
-9.9 -8.7 -1.8
-5.6 3.1 -2.9
-4.7 -1.7 0.6

- HOMO-LUMO gap: 4.366 eV
- Charge: -2
- LUMO level: 4.311 eV
- Calculated total energy: -22351.040 eV

Copy entry 1 word for word.
Molecular formula: C3Li3O3
Method: DFT, the ωB97M-V functional and the def2-TZVPD basis

Each line ends with the Löwdin charge.
Cartesian coordinates (Å):
O 2.3473 -0.1699 0.3112  0.11
C 1.5082 0.5429 -0.1082  -0.45
O 0.8999 1.5536 -0.1450  0.09
Li -1.0840 1.7692 -0.3694  0.83
Li 1.5361 -2.2313 0.3547  0.73
C -0.0910 -1.3058 -0.4601  -0.19
C -1.1866 -0.8333 -0.1011  -0.57
O -2.1148 0.0403 0.0072  -0.41
Li -3.8525 -0.1735 0.4007  0.86

Atoms 1-6, force components in eV/Å:
-0.3 0.3 -1.2
0.3 -0.6 2.5
-0.4 -0.2 -1.1
0.2 -0.9 0.1
-0.4 0.4 -0.4
-0.1 -0.6 0.8

- HOMO-LUMO gap: 6.859 eV
- Charge: +1
- LUMO level: -4.116 eV
- Calculated total energy: -9862.969 eV